DFT (ωB97M-V with the def2-TZVPD basis set) results for a structure of composition C22H25N5O14V in a non-equilibrium geometry.

Calculated values
HOMO level = -2.55 eV
gap between HOMO and LUMO = 0.146 Ha
ΔE to the lowest compared entry with this formula, charge and spin = 0.0 kJ/mol
net charge = -1

CARTESIAN COORDINATES (ANGSTROEM)
V (-1.28861, -2.37640, -2.07705)
O (-1.92920, 0.20731, 2.32933)
O (-1.71784, 1.53320, -1.39591)
O (2.60042, 5.45917, -3.99654)
O (0.41142, -3.65054, -0.80499)
O (-1.56615, -1.57783, -0.18600)
O (-0.26662, -1.29763, -2.66167)
O (2.92136, 6.16585, -2.02343)
O (-4.37692, -1.05036, 2.96922)
O (-2.78049, -4.45848, -0.83014)
O (-1.32098, -3.56194, -3.12306)
O (-0.79907, 2.70373, 0.15627)
O (-3.71050, -2.86638, 3.86369)
O (-3.94831, -3.19504, 0.44364)
O (2.16422, -2.42486, -1.14121)
N (-1.24125, 2.56169, -0.95943)
N (-3.02093, -3.93784, 0.26607)
N (1.50777, -3.19968, -0.49430)
N (-3.85090, -1.64061, 3.87251)
N (2.69165, 5.25075, -2.80404)
C (2.31980, 1.30157, -1.46135)
C (3.08488, -3.07860, 2.87694)
C (2.04196, -3.64457, 0.80153)
C (2.41090, 2.32083, -0.53731)
C (-1.25628, 3.73125, -1.84913)
C (-2.04160, -4.06716, 1.36365)
C (-1.66089, 4.68472, -4.01768)
C (2.39141, 1.55499, -2.82344)
C (2.67674, -5.36049, 2.29679)
C (-0.58109, -0.97488, 0.60862)
C (2.51812, -2.68749, 1.65976)
C (2.14872, -5.00063, 1.08010)
C (2.59354, 3.63771, -0.92208)
C (2.50676, 2.88062, -3.21722)
C (-0.95427, -0.68721, 2.07667)
C (-0.67270, 6.04864, -2.23838)
C (2.66452, 3.90132, -2.28528)
C (-1.71257, 3.59634, -3.15298)
C (-1.07420, 5.85619, -3.56248)
C (3.08968, -4.41174, 3.23771)
C (-0.64638, 4.90345, -1.45702)
C (-3.49323, -0.82990, 5.05042)
H (-2.30449, -3.33693, 2.11731)
H (3.44336, -2.30678, 3.54386)
H (-0.02293, -0.52460, 2.68437)
H (2.32982, 3.15913, -4.24697)
H (2.29813, 2.13945, 0.52395)
H (-0.13333, 4.97891, -0.50390)
H (-4.33074, -0.87271, 5.74435)
H (-0.44939, 7.06229, -1.94526)
H (-1.35444, -1.65868, 2.49325)
H (2.19123, 0.26633, -1.16657)
H (2.57001, -1.63046, 1.44192)
H (3.37818, -4.74097, 4.22633)
H (-2.12324, -5.10334, 1.69023)
H (2.34107, 0.79225, -3.58570)
H (1.90379, -5.76001, 0.35051)
H (2.66988, 4.44380, -0.20776)
H (-0.12636, -0.08569, 0.14582)
H (-3.27588, 0.16764, 4.68350)
H (-1.02902, 6.72605, -4.21177)
H (-2.17304, 2.65872, -3.43285)
H (2.79227, -6.40103, 2.57593)
H (0.24074, -1.71967, 0.65146)
H (-1.96900, 4.55056, -5.04439)
H (-1.05283, -3.83061, 0.99103)
H (-2.64665, -1.29271, 5.55049)



DFT (ωB97M-V with the def2-TZVPD basis set) results for a structure of composition C22H25N5V.

Calculated values
2S+1 = 2
HOMO level (alpha / beta) = -13.25 / -12.56 eV
gap between HOMO and LUMO (alpha / beta) = 0.275 / 0.259 Ha
net charge = +2

CARTESIAN COORDINATES (ANGSTROEM)
V (0.18162, -0.17077, -0.19311)
N (0.16531, -0.91308, 1.90036)
N (0.48172, 0.70367, -1.99269)
N (-0.97704, 1.27183, 0.68040)
N (2.14677, 0.22929, 0.48890)
N (-1.28755, -1.61534, -0.85229)
C (3.92004, -0.89262, 1.63430)
C (1.52756, -1.42972, 2.16814)
C (2.57338, -0.66879, 1.38918)
C (0.75021, 3.44894, -4.16715)
C (-0.86055, -1.94127, 2.26089)
C (-2.13976, -1.81596, 1.44683)
C (-0.04996, 0.34154, 2.69101)
C (-1.80779, -3.23246, -2.55030)
C (4.42091, 0.85739, 0.08887)
C (-2.68748, 2.94254, 0.65411)
C (3.07778, 0.98914, -0.14107)
C (-2.52607, -3.97745, -1.63009)
C (-1.89702, 2.07019, 2.73791)
C (0.62957, 1.23976, -3.00019)
C (0.84098, 1.92696, -4.29323)
C (-2.62856, -3.51466, -0.32854)
C (-1.79013, 2.11001, 0.01451)
C (-2.73961, 2.92312, 2.03611)
C (-2.01220, -2.33281, 0.03952)
C (-1.20558, -2.07367, -2.11918)
C (-1.03319, 1.26672, 2.02800)
C (4.85543, -0.12396, 0.97828)
H (-1.91812, 2.02719, 3.81884)
H (-0.37017, 0.11797, 3.71051)
H (-0.21102, 3.75609, -3.75846)
H (-3.00823, -4.90227, -1.92207)
H (-0.41503, -2.92114, 2.09546)
H (-3.43362, 3.56353, 2.56607)
H (-2.92321, -2.38629, 1.94519)
H (5.12010, 1.50115, -0.42559)
H (-2.47718, -0.77910, 1.44041)
H (1.80891, 1.60288, -4.67693)
H (1.55522, -2.47971, 1.87953)
H (-3.20160, -4.06184, 0.40808)
H (5.91220, -0.27279, 1.16088)
H (-0.62527, -1.46734, -2.80044)
H (0.90986, 0.85498, 2.75862)
H (4.21559, -1.64725, 2.35201)
H (-1.70892, -3.53547, -3.58260)
H (-1.70974, 2.08713, -1.06366)
H (2.69708, 1.71761, -0.84206)
H (1.54335, 3.84369, -3.53416)
H (-3.32535, 3.58990, 0.06888)
H (-1.07766, -1.86283, 3.32784)
H (1.77213, -1.38647, 3.23388)
H (0.85738, 3.88953, -5.15588)
H (0.08447, 1.53232, -4.97382)